Entry 1:
{
  "formula": "C24H23AgIN2O4",
  "method": "the ωB97M-V functional and the def2-TZVPD basis",
  "species": ["H", "H", "C", "C", "I", "H", "N", "O", "C", "C", "H", "C", "N", "C", "H", "H", "C", "O", "H", "O", "C", "H", "Ag", "H", "H", "C", "C", "H", "H", "H", "C", "H", "C", "C", "H", "C", "C", "O", "H", "H", "H", "C", "C", "C", "C", "C", "H", "C", "H", "H", "H", "C", "C", "H", "C"],
  "coordinates": [[2.742, -3.689, 2.929], [4.143, 1.618, -0.307], [0.076, 1.503, -2.880], [2.698, -3.100, -1.523], [-4.284, -0.024, -0.936], [-1.155, 0.932, 3.111], [2.736, -3.438, 0.868], [-1.912, 0.410, -3.457], [2.204, -3.236, 2.103], [1.299, 0.854, -3.055], [1.436, -2.779, 4.410], [-1.061, 1.266, -3.873], [-1.484, -0.317, 0.824], [1.506, -0.050, -4.236], [3.247, 2.923, 0.476], [-1.351, 3.855, -0.897], [-3.739, 0.650, 0.959], [-1.094, 1.889, -4.932], [-2.824, 2.217, 4.371], [0.457, -1.661, -1.158], [0.882, 2.446, -0.820], [-0.534, -3.922, 3.515], [-1.487, -0.534, -1.499], [3.242, 0.502, -2.236], [0.711, 3.071, 0.052], [0.386, -1.878, 1.244], [-2.161, 1.028, 2.724], [0.439, -1.367, 4.086], [1.285, 0.471, -5.169], [-1.901, 3.304, -2.490], [0.914, -2.087, -0.065], [2.529, -0.426, -4.267], [3.168, 1.906, 0.086], [0.634, -2.395, 3.772], [0.828, -0.906, -4.177], [2.102, 1.800, -0.971], [-0.136, 2.306, -1.758], [-0.580, -3.108, 4.028], [3.616, -3.681, -1.455], [-2.182, 2.307, -1.073], [2.948, 1.247, 0.930], [-4.679, 1.383, 1.671], [1.081, -2.497, 2.337], [-1.462, 2.984, -1.545], [-0.773, -1.103, 1.571], [-2.465, 0.427, 1.497], [-5.117, 2.507, 3.440], [-3.098, 1.765, 3.426], [-1.084, -1.206, 2.611], [2.887, -2.137, -2.001], [-5.664, 1.529, 1.246], [-4.372, 1.934, 2.904], [2.295, 1.017, -2.101], [1.975, -3.610, -2.162], [2.134, -2.902, -0.151]],
  "forces_ev_per_a": [[0.0, 0.0, 0.0], [0.0, 0.0, 0.0], [0.0, 0.0, -0.1], [0.0, 0.0, 0.0], [-0.3, -0.1, 0.1], [0.0, 0.0, 0.0], [0.0, 0.0, 0.0], [-0.2, 0.0, -0.3], [0.0, 0.0, 0.0], [0.0, 0.0, 0.0], [0.0, 0.0, 0.0], [0.0, 0.1, 0.3], [0.1, -0.3, 0.1], [0.0, 0.0, -0.1], [0.0, 0.0, 0.0], [0.0, 0.0, 0.0], [0.1, 0.1, 0.2], [0.1, 0.0, 0.0], [0.0, 0.0, 0.0], [-0.2, 0.0, 0.2], [0.0, 0.0, 0.0], [0.0, 0.0, 0.0], [0.4, 0.0, -0.1], [0.0, 0.0, 0.0], [0.0, 0.0, 0.0], [0.1, -0.1, 0.1], [-0.1, 0.1, 0.1], [0.0, 0.0, -0.1], [0.0, 0.0, 0.0], [0.0, 0.0, 0.0], [0.2, -0.1, -0.2], [0.0, 0.0, 0.0], [0.1, 0.0, 0.0], [0.0, 0.0, 0.0], [0.0, 0.0, 0.0], [0.0, 0.0, 0.0], [0.0, 0.0, 0.0], [0.0, 0.0, 0.0], [0.0, 0.0, 0.0], [0.1, 0.0, 0.0], [0.0, 0.0, 0.0], [-0.1, 0.0, -0.1], [0.1, 0.0, 0.0], [-0.1, 0.1, 0.0], [-0.1, 0.1, -0.1], [0.0, 0.0, -0.1], [0.0, 0.0, 0.0], [0.0, 0.0, 0.0], [0.0, 0.0, 0.0], [0.0, 0.0, 0.0], [0.0, 0.0, 0.0], [0.0, 0.0, 0.0], [0.0, 0.0, 0.0], [0.0, 0.0, 0.0], [0.0, 0.0, 0.0]],
  "homo_ev": -4.887,
  "gap_ev": 7.22,
  "charge": -1,
  "largest_force_ev_per_a": 0.37
}

Entry 2:
{
  "formula": "C24H23AlClP",
  "method": "the ωB97M-V functional and the def2-TZVPD basis",
  "species": ["C", "H", "C", "H", "C", "C", "C", "C", "H", "H", "H", "P", "C", "C", "H", "C", "Al", "C", "H", "Cl", "H", "C", "C", "H", "C", "H", "H", "C", "C", "H", "C", "H", "C", "H", "H", "C", "H", "H", "C", "C", "C", "C", "H", "H", "C", "H", "H", "C", "H", "H"],
  "coordinates": [[-1.548, -0.083, -4.457], [-0.176, 2.590, 0.857], [-2.175, -1.231, -3.926], [-1.744, 1.577, -5.837], [-4.057, -0.896, -5.414], [1.131, 2.177, -5.702], [0.286, -1.625, -0.513], [-3.421, -1.626, -4.402], [2.158, -1.796, 0.794], [-1.874, -2.188, -0.765], [-3.929, 0.818, -6.719], [0.101, 0.333, -3.768], [0.045, 4.372, -4.349], [1.265, 3.465, -6.226], [1.577, 1.330, -6.223], [-0.056, 1.662, 1.435], [0.624, 0.362, 0.157], [1.696, -2.202, -6.637], [1.802, 3.609, -7.162], [2.305, 1.042, -0.967], [-5.031, -1.216, -5.790], [-2.201, 0.669, -5.445], [0.159, -1.572, 1.829], [-1.012, 1.433, 1.922], [3.037, -2.257, -6.251], [-0.602, 2.947, -2.860], [0.701, -1.854, -1.498], [0.719, 4.564, -5.561], [1.196, -0.744, -4.768], [-0.376, 5.225, -3.818], [1.097, -1.556, 0.731], [4.495, -1.616, -4.791], [0.772, -1.460, -5.898], [0.419, -1.479, 2.885], [2.856, -0.322, -3.443], [-3.441, 0.246, -5.931], [0.824, 5.569, -5.975], [-1.671, -1.812, -3.152], [-0.093, 3.096, -3.813], [-1.136, -1.772, 1.307], [0.418, 1.980, -4.510], [-1.068, -1.871, -0.099], [3.756, -2.836, -6.834], [1.363, -2.742, -7.523], [2.541, -0.837, -4.351], [0.649, 1.906, 2.241], [-2.042, -1.892, 1.911], [3.452, -1.573, -5.102], [-3.898, -2.510, -3.984], [-0.273, -1.437, -6.203]],
  "forces_ev_per_a": [[-0.2, -0.1, 0.0], [-0.1, 0.0, 0.2], [0.0, 0.5, -0.4], [-0.1, -0.3, 0.1], [0.2, 0.1, 0.1], [-0.3, 0.3, 0.2], [-0.1, -1.2, 0.9], [0.0, 0.0, -0.1], [-0.3, 0.5, -0.1], [0.2, 0.6, 0.2], [0.1, -0.1, 0.2], [-0.2, 0.0, 0.1], [0.1, 0.0, -0.1], [0.0, 0.1, 0.1], [-0.2, 0.2, 0.1], [-0.6, 0.4, -0.2], [0.4, 0.1, 0.3], [0.1, 0.0, 0.1], [-0.1, 0.0, 0.2], [0.1, 0.3, -0.1], [0.3, 0.1, 0.1], [-0.1, -0.4, 0.2], [0.4, -0.6, -1.0], [0.2, 0.0, -0.3], [-0.1, 0.2, 0.2], [0.1, 0.0, -0.2], [-0.2, 0.3, 0.4], [-0.1, -0.2, 0.1], [0.3, -0.3, 0.0], [0.1, -0.1, -0.1], [-1.2, -0.6, 0.4], [-0.2, 0.0, -0.1], [0.4, 0.1, 0.1], [-0.1, 0.0, -0.4], [0.0, -0.1, -0.2], [0.0, -0.1, 0.1], [0.0, -0.3, 0.1], [-0.1, 0.2, -0.2], [0.2, -0.3, -0.5], [0.0, -0.2, 0.1], [0.1, 0.3, 0.1], [0.7, 0.4, 0.3], [-0.2, 0.2, 0.2], [0.1, 0.1, 0.2], [-0.4, 0.0, -0.3], [0.1, -0.3, -0.3], [0.4, 0.2, -0.3], [0.0, -0.1, -0.1], [0.1, 0.2, -0.1], [0.2, 0.1, 0.0]],
  "homo_ev": -8.091,
  "gap_ev": 8.54,
  "largest_force_ev_per_a": 1.46
}

Entry 3:
{
  "formula": "C24H23BrCaF5NO8P2STe",
  "method": "the ωB97M-V functional and the def2-TZVPD basis",
  "species": ["H", "O", "C", "H", "C", "C", "C", "O", "C", "C", "P", "O", "H", "C", "C", "H", "O", "C", "Ca", "H", "S", "H", "O", "Te", "F", "C", "C", "H", "C", "H", "H", "H", "H", "F", "H", "O", "H", "C", "C", "H", "H", "O", "C", "C", "C", "H", "C", "H", "H", "H", "N", "C", "C", "C", "F", "H", "C", "H", "C", "C", "H", "P", "O", "H", "F", "Br", "F"],
  "coordinates": [[3.827, 1.797, -2.888], [3.031, 3.763, -1.591], [-0.844, -4.680, 4.599], [1.916, 4.934, -3.957], [-1.570, -4.156, 2.241], [2.454, 0.582, 2.323], [3.252, 1.070, 1.204], [0.943, 5.138, -2.019], [-1.236, -3.731, 0.932], [-6.197, 0.994, -1.048], [2.010, 1.417, -4.125], [1.758, 1.351, -5.610], [-2.123, -4.224, -0.917], [-4.898, 0.916, -1.390], [-6.596, 0.689, 0.234], [-0.210, -4.087, 5.248], [1.504, 0.460, -3.131], [4.268, 1.942, 1.716], [0.385, 0.363, -1.058], [-0.724, -5.771, 4.727], [3.244, 0.411, -0.415], [3.229, -3.834, 1.961], [-1.676, 0.130, 0.287], [0.441, -2.768, -1.469], [5.381, 2.166, 0.968], [4.306, 2.426, 3.027], [3.355, 2.100, 3.984], [-1.885, -4.383, 4.839], [-5.700, 0.078, 1.063], [-4.581, 1.314, -2.370], [-0.265, 2.636, -4.986], [2.817, -2.645, 0.795], [3.438, 2.906, -1.319], [1.412, -0.211, 2.076], [1.548, -4.183, 3.574], [-2.009, 0.662, -1.926], [-3.349, -3.867, 0.326], [2.542, 1.055, 3.623], [1.324, 3.004, -3.575], [1.670, 3.999, -5.415], [-0.607, 2.142, -3.316], [0.745, 2.745, -0.925], [-2.391, -3.589, -0.075], [2.532, -3.647, 1.154], [1.065, -3.726, 1.490], [-3.640, -0.565, 1.361], [-4.342, -0.050, 0.731], [-5.990, -0.285, 2.054], [-2.600, -4.331, 2.549], [-0.595, 3.878, -3.627], [2.041, 4.069, -4.464], [-0.580, -4.289, 3.207], [-0.178, 2.972, -3.909], [0.706, -4.086, 2.824], [3.424, 2.676, 5.183], [3.070, 3.965, -4.438], [-2.388, 0.383, -0.716], [-2.562, -2.529, -0.411], [0.112, -3.535, 0.566], [-3.893, 0.474, -0.494], [-7.616, 0.686, 0.492], [1.429, 3.707, -1.814], [3.648, 1.709, -3.836], [2.782, -4.323, 0.368], [5.212, 3.412, 3.334], [-7.257, 1.821, -2.365], [1.675, 0.552, 4.538]],
  "forces_ev_per_a": [[-0.2, -0.5, -0.1], [0.4, -0.3, 0.2], [-1.4, 0.0, 0.5], [-1.0, 1.0, 0.0], [0.3, 0.6, -0.8], [0.5, 1.5, -1.8], [0.7, -0.4, 2.5], [0.9, -1.6, 0.2], [-1.6, -0.5, 0.8], [-0.1, 0.7, 0.3], [1.4, 1.1, -0.9], [0.7, 0.1, 1.4], [-0.3, 0.3, -0.3], [3.5, 0.4, -1.0], [-0.5, -0.9, -0.6], [0.3, -0.3, 0.4], [-0.6, -1.2, 0.7], [-0.1, -1.1, -0.1], [0.0, -0.1, -0.2], [0.0, 0.5, 0.3], [-0.1, 0.6, 0.6], [-0.2, -0.3, 0.6], [0.1, 0.1, -1.0], [0.4, -0.5, 0.7], [-0.7, 0.4, 0.1], [0.1, 1.4, -0.7], [1.6, -0.3, -1.1], [0.4, -0.4, 0.1], [1.4, -0.5, 1.3], [0.0, -0.5, 0.6], [-0.3, 0.8, 1.0], [-0.3, -0.2, -0.1], [-0.6, 0.3, 0.3], [0.0, -0.6, -0.2], [-1.0, 0.1, -0.9], [0.3, -0.6, 2.5], [-0.4, -0.6, 0.5], [-1.4, -0.4, 0.5], [-0.1, 0.7, 0.1], [0.2, 0.2, 0.2], [0.0, 0.6, -0.2], [-0.3, -0.6, 0.5], [0.8, 1.1, 0.2], [0.2, 1.3, 0.0], [2.0, -0.9, 2.6], [0.2, 0.1, 0.3], [-0.8, 0.6, -1.0], [-0.2, 0.1, -0.4], [0.0, 0.1, -0.3], [-1.2, 1.7, 0.1], [0.3, -0.7, 0.7], [-0.1, -0.1, -0.7], [1.5, -2.5, -1.2], [2.4, 0.4, -0.6], [-0.4, -0.2, 0.4], [-0.6, -0.8, -0.2], [-0.2, 1.2, -2.3], [0.7, -1.0, 0.1], [-2.3, 1.0, -2.4], [-1.1, -1.2, 1.1], [-1.1, 0.4, 0.4], [-0.1, 1.4, -1.7], [-1.0, -0.1, -0.8], [0.1, -0.5, -0.8], [-0.3, -0.8, -0.1], [-0.9, 0.1, -0.1], [0.2, 0.2, -0.2]],
  "homo_ev": -1.449,
  "gap_ev": 5.14,
  "charge": -2,
  "largest_force_ev_per_a": 3.66
}

Entry 4:
{
  "formula": "C24H23CeCl2N7O7S3",
  "method": "the ωB97M-V functional and the def2-TZVPD basis",
  "species": ["C", "H", "N", "N", "H", "H", "S", "H", "H", "H", "O", "C", "C", "C", "H", "C", "C", "C", "C", "H", "C", "O", "O", "H", "N", "H", "N", "Cl", "C", "H", "C", "Cl", "N", "C", "H", "H", "C", "H", "N", "C", "S", "H", "H", "Ce", "C", "O", "H", "C", "O", "C", "H", "C", "H", "N", "C", "S", "C", "H", "H", "O", "C", "C", "H", "O", "H", "C", "C"],
  "coordinates": [[3.158, -3.909, -1.962], [-4.682, 2.738, 0.762], [-0.255, -0.222, 2.018], [1.464, -5.166, -0.262], [2.260, 2.860, -3.174], [-2.837, 5.088, 0.058], [-5.291, 0.758, -0.456], [3.830, -3.411, -2.648], [-5.263, -2.162, -0.476], [1.465, 2.272, 2.047], [-0.079, 1.569, -1.035], [2.515, -5.854, -0.763], [-0.935, 2.579, -2.971], [-4.083, -0.544, -0.811], [-1.026, 3.286, -3.784], [-1.969, 3.096, 0.284], [2.083, -3.230, -1.443], [-2.290, 1.950, -2.685], [0.830, -0.713, 2.757], [2.616, -6.886, -0.458], [0.528, -0.615, 4.119], [-1.879, -0.987, -1.873], [3.577, 1.134, -1.578], [3.354, -1.854, 5.412], [-2.394, 1.260, -1.287], [-2.117, 0.553, 2.657], [1.055, 3.188, 2.131], [0.234, 2.190, -2.159], [2.626, -1.532, 4.680], [-0.004, 3.282, -1.564], [-1.152, 0.140, 2.907], [1.794, 4.527, -1.640], [-0.799, 2.511, 0.851], [1.417, -1.025, 5.107], [0.879, -0.076, -4.479], [1.877, -2.215, -1.736], [2.728, 1.026, -0.810], [-4.069, -2.369, -1.643], [-0.745, -0.068, 4.169], [-2.053, 4.436, 0.406], [-0.684, 5.058, 1.253], [3.893, -2.066, 3.033], [2.277, -1.358, 1.286], [-0.385, -0.361, -0.421], [3.388, -5.249, -1.611], [-2.953, -0.548, 0.174], [1.698, 3.950, 2.272], [-2.742, -0.193, -1.251], [1.062, -0.130, -2.382], [-2.969, 2.149, -0.322], [4.228, -5.792, -2.016], [2.048, -1.252, 2.338], [-1.277, 0.125, 5.002], [-4.693, -1.719, -1.183], [0.612, 0.962, -2.890], [-0.171, -3.155, 0.192], [-0.062, 3.436, 1.394], [1.174, -0.958, 6.158], [-2.390, 1.175, -3.458], [1.961, 0.903, 0.070], [1.196, -3.866, -0.552], [2.936, -1.649, 3.317], [-3.047, 2.722, -2.817], [0.500, 0.776, -4.209], [0.811, -5.621, 0.365], [1.456, 3.008, -2.464], [-4.239, 2.051, 0.053]],
  "forces_ev_per_a": [[0.0, -0.2, 0.1], [0.1, 0.0, 0.1], [0.4, -0.5, 0.0], [-0.1, 0.3, -0.1], [-0.2, -0.8, -0.2], [0.0, 0.0, 0.0], [0.0, -0.3, -0.3], [0.0, 0.0, 0.0], [-0.1, 0.1, 0.0], [0.0, 0.1, 0.0], [-1.9, -4.5, 8.4], [0.0, -0.2, 0.0], [-8.8, 0.0, -2.8], [-0.5, 0.0, -0.3], [1.1, -0.1, -0.1], [0.3, -0.7, 0.3], [-0.2, -0.2, 0.2], [0.5, -1.2, 0.9], [0.1, -0.1, 0.2], [-0.1, 0.0, 0.1], [0.2, 0.0, -0.3], [0.4, 0.7, -0.1], [-0.3, -0.2, 0.3], [0.0, 0.0, 0.0], [-0.5, -0.8, -1.6], [0.0, 0.0, 0.0], [0.1, 0.0, -0.1], [4.3, 14.5, -3.6], [0.0, 0.0, 0.0], [-0.6, 2.6, 2.2], [-0.4, 0.1, 0.3], [0.0, 0.3, 0.1], [-1.6, 0.8, 0.9], [-0.1, 0.0, 0.1], [0.3, 0.3, 0.4], [0.1, 0.1, -0.1], [1.3, 0.2, 0.1], [0.0, 0.0, 0.0], [0.0, 0.0, -0.3], [0.0, -0.1, -0.1], [0.0, -0.1, 0.0], [0.0, 0.0, 0.0], [0.1, 0.0, 0.0], [-0.8, -2.5, 1.0], [0.1, 0.2, -0.2], [1.0, 0.0, 0.5], [0.1, -0.1, 0.0], [-1.9, 1.7, -0.1], [-0.3, -0.8, 3.0], [0.8, 0.4, 0.4], [0.0, -0.1, 0.0], [-0.2, 0.1, 0.1], [-0.1, 0.1, 0.0], [0.2, -0.1, 0.1], [2.7, -12.5, -8.0], [-0.1, 0.3, 0.0], [-0.4, 0.0, 0.2], [0.0, 0.0, 0.0], [-0.5, 0.0, 0.3], [0.3, -0.4, 0.3], [0.4, 0.0, -0.2], [0.0, 0.0, -0.1], [-0.3, -0.3, 0.3], [-0.2, 1.9, -1.3], [0.1, -0.1, 0.0], [5.3, 2.2, -0.8], [0.0, -0.1, 0.1]],
  "homo_ev": [-12.833, -12.829],
  "gap_ev": [5.23, 5.22],
  "charge": 2,
  "largest_force_ev_per_a": 15.57
}